1.
A structure of composition C24H60FN4O8Pb in a non-equilibrium geometry, computed with ωB97M-V with the def2-TZVPD basis set.

Element x y z (Å)
Pb (1.332, 1.501, -0.428)
F (0.345, -0.176, -0.367)
C (4.304, 2.230, 1.409)
O (2.944, 1.825, 1.266)
C (2.341, 1.735, 2.537)
C (0.791, 1.392, 2.342)
N (0.273, 2.361, 1.360)
C (-1.141, 2.064, 0.954)
C (-1.451, 3.059, -0.187)
O (-0.511, 2.825, -1.301)
C (-0.735, 3.774, -2.379)
H (4.909, 1.551, 2.010)
H (4.449, 3.249, 1.766)
H (4.613, 2.272, 0.364)
H (2.431, 2.694, 3.047)
H (2.842, 1.010, 3.178)
H (0.321, 1.533, 3.315)
H (0.723, 0.376, 1.955)
H (0.194, 3.215, 1.892)
H (-1.865, 2.187, 1.759)
H (-1.337, 1.049, 0.609)
H (-1.338, 4.084, 0.167)
H (-2.500, 2.981, -0.471)
H (-1.780, 3.733, -2.686)
H (-0.155, 3.423, -3.232)
H (-0.463, 4.785, -2.077)
C (-2.791, -0.168, 4.612)
O (-2.553, -0.894, 3.430)
C (-1.298, -0.594, 2.871)
C (-1.043, -1.779, 1.952)
N (0.099, -1.614, 1.039)
C (0.425, -2.808, 0.309)
C (1.278, -3.872, 1.109)
O (1.609, -4.920, 0.238)
C (2.266, -6.027, 0.838)
H (-3.651, -0.593, 5.129)
H (-2.921, 0.902, 4.445)
H (-1.986, -0.287, 5.337)
H (-0.429, -0.558, 3.528)
H (-1.275, 0.353, 2.332)
H (-1.991, -1.929, 1.436)
H (-0.894, -2.649, 2.593)
H (-0.016, -0.860, 0.377)
H (0.979, -2.373, -0.522)
H (-0.480, -3.202, -0.155)
H (0.700, -4.229, 1.961)
H (2.120, -3.334, 1.545)
H (3.286, -5.841, 1.173)
H (2.487, -6.776, 0.078)
H (1.726, -6.480, 1.670)
C (-4.714, -1.819, -3.519)
O (-3.911, -1.806, -2.350)
C (-2.653, -2.462, -2.449)
C (-1.640, -1.969, -1.359)
N (-1.282, -0.575, -1.502)
C (-2.334, 0.412, -1.123)
C (-2.676, 0.246, 0.341)
O (-3.417, 1.369, 0.730)
C (-3.830, 1.320, 2.116)
H (-4.290, -1.193, -4.304)
H (-5.694, -1.365, -3.375)
H (-4.817, -2.876, -3.767)
H (-2.141, -2.176, -3.368)
H (-2.744, -3.548, -2.424)
H (-0.734, -2.571, -1.290)
H (-2.059, -2.124, -0.365)
H (-0.398, -0.319, -1.085)
H (-3.222, 0.373, -1.753)
H (-1.914, 1.414, -1.214)
H (-1.746, 0.207, 0.908)
H (-3.162, -0.718, 0.495)
H (-2.979, 1.458, 2.784)
H (-4.163, 0.325, 2.412)
H (-4.571, 2.099, 2.292)
C (2.783, -1.038, 1.499)
O (2.856, -0.084, 0.413)
C (3.789, -0.512, -0.609)
C (3.476, 0.316, -1.918)
N (3.230, 1.737, -1.596)
C (2.852, 2.547, -2.777)
C (1.596, 1.904, -3.549)
O (0.672, 1.589, -2.594)
C (-0.469, 1.037, -3.157)
H (2.363, -2.018, 1.275)
H (2.226, -0.693, 2.370)
H (3.775, -1.278, 1.880)
H (3.608, -1.558, -0.854)
H (4.836, -0.385, -0.333)
H (2.602, -0.163, -2.360)
H (4.262, 0.165, -2.658)
H (4.179, 2.068, -1.501)
H (3.694, 2.573, -3.468)
H (2.678, 3.591, -2.517)
H (1.937, 1.098, -4.199)
H (1.244, 2.619, -4.293)
H (-0.934, 1.695, -3.891)
H (-1.216, 0.733, -2.424)
H (-0.129, 0.155, -3.700)

Calculated values
- Total charge: +1
- Lowest unoccupied orbital energy: -0.0778 Ha
- Relative energy (zero: lowest compared OMol25 entry of this formula, charge and spin): 370.20 kcal per mole
- Largest force on an atom: 8.2 eV Å⁻¹
- HOMO-LUMO gap: 7.31 eV
- DFT total energy: -56139.6688 eV


2.
A structure of composition C42H27F3GeMoNO5 in a non-equilibrium geometry, computed with ωB97M-V with the def2-TZVPD basis set.

Element x y z (Å)
Mo (-0.413, -1.276, -0.145)
C (-4.708, -1.307, -1.076)
C (-4.761, -1.833, -2.362)
C (-3.604, -2.349, -2.913)
C (-2.406, -2.276, -2.203)
N (-2.352, -1.684, -0.983)
C (-3.492, -1.253, -0.430)
C (-1.151, -2.907, -2.588)
C (-0.958, -3.694, -3.724)
C (0.224, -4.400, -3.875)
C (1.205, -4.327, -2.897)
C (1.024, -3.516, -1.782)
C (-0.139, -2.776, -1.609)
H (-5.594, -0.941, -0.588)
H (-5.695, -1.865, -2.899)
H (-3.620, -2.805, -3.888)
H (-3.441, -0.870, 0.581)
H (-1.725, -3.776, -4.478)
H (0.376, -5.028, -4.740)
H (2.106, -4.913, -2.994)
H (1.815, -3.469, -1.039)
O (0.482, -2.246, 5.940)
C (0.143, -1.894, 4.860)
C (0.506, -0.571, 4.145)
O (0.712, 0.502, 4.631)
C (0.306, -0.891, 2.709)
C (-0.466, -2.044, 2.569)
O (-0.816, -2.224, 1.322)
C (-0.723, -2.711, 3.855)
O (-1.445, -3.628, 4.115)
O (0.550, -0.220, 1.646)
C (-2.544, 0.390, 2.562)
Ge (-1.428, 1.142, 1.054)
C (-2.622, 1.689, -0.497)
C (-2.370, 1.380, -1.825)
C (-3.206, 1.864, -2.819)
C (-4.313, 2.624, -2.480)
C (-4.583, 2.905, -1.152)
C (-3.727, 2.456, -0.160)
C (-0.530, 2.763, 1.792)
C (-0.819, 3.117, 3.100)
C (-0.404, 4.337, 3.633)
C (0.350, 5.200, 2.870)
C (0.702, 4.867, 1.549)
C (1.499, 5.724, 0.761)
C (1.862, 5.371, -0.518)
C (1.422, 4.163, -1.064)
C (0.643, 3.309, -0.318)
C (0.263, 3.628, 0.996)
H (-3.521, 0.871, 2.554)
H (-2.089, 0.587, 3.530)
H (-2.692, -0.689, 2.496)
H (-1.509, 0.761, -2.102)
H (-2.984, 1.664, -3.856)
H (-4.977, 2.986, -3.249)
H (-5.449, 3.486, -0.876)
H (-3.918, 2.706, 0.874)
H (-1.400, 2.468, 3.737)
H (-0.670, 4.591, 4.650)
H (0.696, 6.135, 3.284)
H (1.818, 6.668, 1.178)
H (2.476, 6.029, -1.108)
H (1.700, 3.899, -2.072)
H (0.331, 2.353, -0.728)
F (7.367, -3.775, -0.919)
C (7.191, -2.896, 0.081)
F (7.213, -3.586, 1.222)
F (8.243, -2.077, 0.080)
C (5.889, -2.151, -0.115)
C (5.776, -1.266, -1.182)
C (4.569, -0.643, -1.432)
C (3.470, -0.916, -0.611)
C (3.607, -1.792, 0.481)
C (4.812, -2.408, 0.729)
C (2.174, -0.432, -0.844)
C (0.978, -0.194, -1.049)
H (6.629, -1.078, -1.819)
H (4.462, 0.040, -2.259)
H (2.747, -1.985, 1.118)
H (4.925, -3.089, 1.560)

Calculated values
- Total charge: +2
- Lowest unoccupied orbital energy (spin up / spin down): -0.2840 / -0.3481 Ha
- Multiplicity: 2
- <S²>: 0.802
- Largest force on an atom: 2.7 eV Å⁻¹
- HOMO-LUMO gap (spin up / spin down): 6.12 / 4.37 eV
- DFT total energy: -122223.5670 eV


3.
A structure of composition C16H16Cl3F5O2Os in a non-equilibrium geometry, computed with ωB97M-V with the def2-TZVPD basis set.

Element x y z (Å)
C (-1.332, -1.210, -2.228)
C (-1.784, 0.160, -2.344)
C (-2.079, 0.651, -1.056)
C (-1.912, 0.899, -3.625)
C (-1.857, -0.409, -0.090)
C (-1.451, -1.623, -0.819)
C (-1.235, -2.958, -0.279)
C (-1.026, -2.097, -3.359)
C (-2.606, 1.996, -0.706)
C (-2.043, -0.388, 1.372)
Os (0.051, -0.432, -0.899)
Cl (0.251, 4.251, -2.641)
Cl (1.226, 0.188, -2.752)
Cl (0.556, 1.341, 0.381)
H (-0.966, 0.857, -4.148)
H (-2.042, 1.959, -3.449)
H (-2.691, 0.514, -4.290)
H (-1.831, 2.706, -0.998)
H (-2.826, 2.093, 0.355)
H (-3.514, 2.255, -1.257)
H (-2.101, 0.633, 1.717)
H (-1.197, -0.843, 1.892)
H (-2.949, -0.936, 1.644)
H (-1.926, -3.153, 0.525)
H (-0.244, -3.097, 0.141)
H (-1.340, -3.701, -1.052)
H (-0.289, -1.644, -4.000)
H (-1.902, -2.318, -3.958)
H (-0.613, -3.021, -3.003)
O (1.542, -1.660, -0.198)
H (1.612, -1.079, 0.713)
F (4.584, 3.023, 4.093)
C (3.909, 1.958, 3.632)
C (4.372, 1.225, 2.529)
F (5.553, 1.579, 1.959)
C (3.666, 0.132, 2.099)
F (4.166, -0.615, 1.101)
C (2.423, -0.240, 2.686)
O (1.674, -1.134, 2.093)
C (2.049, 0.441, 3.879)
F (0.946, 0.029, 4.533)
C (2.776, 1.517, 4.333)
F (2.403, 2.149, 5.472)

Calculated values
- Total charge: -2
- Lowest unoccupied orbital energy (spin up / spin down): 0.1556 / 0.1282 Ha
- Relative energy (zero: lowest compared OMol25 entry of this formula, charge and spin): 59.71 kcal per mole
- Multiplicity: 5
- <S²>: 6.028
- Largest force on an atom: 10.3 eV Å⁻¹
- HOMO-LUMO gap (spin up / spin down): 4.06 / 5.17 eV
- DFT total energy: -74566.3021 eV


4.
An isolated molecule of C4H10O2 in a non-equilibrium geometry, computed with ωB97M-V with the def2-TZVPD basis set.

Element x y z (Å)
O (1.235, 2.597, 0.861)
C (0.129, 1.765, 0.520)
C (0.291, 0.247, 0.620)
C (-0.797, -0.427, -0.205)
C (-0.733, -1.935, -0.332)
O (-0.097, -2.296, -1.534)
H (1.037, 2.947, 1.736)
H (-0.736, 2.069, 1.112)
H (0.024, 1.898, -0.558)
H (0.195, -0.187, 1.613)
H (1.289, 0.046, 0.236)
H (-0.788, -0.014, -1.222)
H (-1.761, -0.051, 0.153)
H (-1.716, -2.398, -0.195)
H (-0.177, -2.281, 0.554)
H (0.304, -3.167, -1.472)

Calculated values
- Total charge: 0
- Lowest unoccupied orbital energy: 0.0341 Ha
- Relative energy (zero: lowest compared OMol25 entry of this formula, charge and spin): 29.18 kcal per mole
- SMILES: OCCCCO
- Largest force on an atom: 1.6 eV Å⁻¹
- HOMO-LUMO gap: 11.01 eV
- DFT total energy: -8404.2817 eV